Entry 1:
{"formula": "C29H26CuN3O3PS2", "method": "ωB97M-V/def2-TZVPD", "s2": 0.755, "energy_ev": -116706.96870, "homo_energy_ev": [-7.92, -7.93], "lumo_energy_ev": [0.4, -1.1], "gap_ev": [8.33, 6.85], "spin_multiplicity": 2, "symbols": ["Cu", "C", "C", "C", "C", "C", "C", "P", "C", "C", "C", "C", "C", "C", "C", "C", "C", "C", "C", "C", "H", "H", "H", "H", "H", "H", "H", "H", "H", "H", "H", "H", "H", "H", "C", "N", "C", "C", "N", "C", "S", "H", "H", "H", "H", "H", "H", "H", "H", "O", "C", "N", "S", "O", "O", "C", "C", "C", "C", "C", "C", "H", "H", "H", "H"], "positions_angstrom": [[0.1860, 0.3264, 1.2103], [-2.8312, 0.2024, -3.2086], [-3.5110, -0.6557, -2.3506], [-2.8072, -1.3952, -1.4152], [-1.4140, -1.3111, -1.3384], [-0.7418, -0.4590, -2.2073], [-1.4498, 0.3004, -3.1338], [-0.6234, -2.3129, -0.0142], [-0.7379, -3.9968, -0.7417], [-0.6790, -5.0782, 0.1374], [-0.7129, -6.3830, -0.3394], [-0.8177, -6.6178, -1.7034], [-0.8922, -5.5470, -2.5857], [-0.8529, -4.2431, -2.1092], [1.1530, -1.9148, -0.2595], [2.0733, -2.7162, -0.9346], [3.3947, -2.3032, -1.0672], [3.8020, -1.0876, -0.5365], [2.8912, -0.2893, 0.1533], [1.5775, -0.7111, 0.3142], [-3.3800, 0.7975, -3.9292], [-4.5916, -0.7266, -2.3937], [-3.3407, -2.0389, -0.7228], [0.3355, -0.3590, -2.1564], [-0.9121, 0.9786, -3.7851], [-0.6038, -4.8901, 1.2031], [-0.6662, -7.2151, 0.3530], [-0.8457, -7.6335, -2.0790], [-0.9810, -5.7287, -3.6510], [-0.9097, -3.4106, -2.8012], [1.7547, -3.6584, -1.3662], [4.1035, -2.9256, -1.6018], [4.8268, -0.7524, -0.6634], [3.2166, 0.6698, 0.5490], [1.0745, 2.7630, 3.8883], [2.1043, 1.7400, 3.7966], [3.5135, 2.1027, 3.6127], [4.2121, 0.7371, 3.4838], [3.0733, -0.1772, 3.4183], [1.9002, 0.4474, 3.5448], [0.3873, -0.3366, 3.4026], [1.3641, 3.4840, 4.6533], [0.1380, 2.2936, 4.1752], [0.9464, 3.2717, 2.9340], [3.8738, 2.6817, 4.4607], [3.6159, 2.7100, 2.7116], [4.8387, 0.5110, 4.3450], [4.8204, 0.6717, 2.5842], [3.1196, -1.1238, 3.0817], [-2.9146, 1.0618, 0.8261], [-2.1352, 1.8782, 0.3819], [-0.7625, 1.7629, 0.4182], [0.0189, 3.0249, -0.2695], [0.6713, 2.6459, -1.4921], [0.8392, 3.6899, 0.7159], [-1.4514, 3.9441, -0.6224], [-1.5947, 5.1908, -1.1984], [-2.8884, 5.6600, -1.3878], [-3.9908, 4.8961, -1.0069], [-3.8245, 3.6455, -0.4260], [-2.5372, 3.1786, -0.2439], [-0.7327, 5.7786, -1.4892], [-3.0385, 6.6323, -1.8394], [-4.9894, 5.2851, -1.1655], [-4.6650, 3.0345, -0.1190]]}

=====

Entry 2:
{"formula": "C4H7FN2", "method": "ωB97M-V/def2-TZVPD", "energy_ev": -9955.27337, "homo_energy_ev": [-7.41, -7.41], "lumo_energy_ev": [0.7, 0.7], "gap_ev": [8.14, 8.14], "symbols": ["C", "C", "C", "C", "N", "N", "F", "H", "H", "H", "H", "H", "H", "H"], "positions_angstrom": [[-1.4999, -0.8437, 0.1676], [-0.0860, -0.8074, 0.3491], [-2.2325, 0.2698, 0.1277], [1.9684, 0.0526, -0.3321], [0.2135, 1.4741, 0.4748], [0.6570, 0.2745, 0.2620], [-3.5387, 0.1448, -0.0897], [-1.9475, -1.9133, -0.0111], [0.4910, -1.7163, 0.1364], [-1.9234, 1.2958, 0.2728], [1.6952, -0.2562, -1.4070], [2.7472, 0.7653, -0.4671], [2.4124, -0.9537, 0.1069], [1.0433, 2.2136, 0.4096]]}

=====

One value per record, in order, for M: 623.199, 102.112 g/mol.
One value per record, in order, for relative energy (zero: lowest compared OMol25 entry of this formula, charge and spin): 0.0, 80.9 kcal/mol.